(1)
Density functional theory data (ωB97M-V/def2-TZVPD) for one molecule with the formula C2H6.

The max |F| comes out at 0.665 eV Å⁻¹. The HOMO-LUMO gap is 0.485 hartree. As for the SMILES: CC. The calculation puts the electronic energy at -79.79152 Ha.

Last column: Löwdin charge in e.
Atoms and positions in Å:
C 0.68219 -0.30826 0.02858  -0.1834
C -0.68744 0.33657 -0.04935  -0.1780
H 1.07138 -0.25458 1.05234  0.0618
H 1.43578 0.14224 -0.62308  0.0606
H 0.65422 -1.37500 -0.21189  0.0609
H -0.65467 1.39805 0.17490  0.0593
H -1.14589 0.21242 -1.02786  0.0588
H -1.35558 -0.15143 0.65638  0.0599

Forces on the atoms, in the same order (eV/Å):
0.50 -0.29 0.32
-0.10 -0.26 -0.14
-0.01 0.09 -0.15
-0.21 0.09 -0.01
-0.13 0.10 -0.08
0.00 0.13 0.07
0.05 0.06 -0.17
-0.11 0.09 0.15

(2)
Density functional theory data (ωB97M-V/def2-TZVPD) for one molecule with the formula C6H14NO.

The max |F| comes out at 4.201 eV Å⁻¹. The HOMO-LUMO gap (spin up / spin down) is 0.355 / 0.284 hartree. The calculation puts the electronic energy at -366.84071 Ha. As for the spin multiplicity: 2.

Last column: Löwdin charge in e.
Atoms and positions in Å:
C 1.15312 -0.43923 2.43999  -0.0970
C 0.57256 -0.90611 1.19832  -0.2123
N -0.08800 0.29003 0.41545  -0.2214
C 0.91209 1.18896 -0.05566  -0.1050
C -0.16198 -0.88032 -1.84880  -0.0459
C -0.85244 -0.28195 -0.59691  -0.3849
C -1.87115 0.98802 -0.96700  -0.2892
O -3.03506 0.90202 -1.58124  -0.0125
H 2.12471 -0.20014 2.30292  0.0358
H 0.62533 0.50864 2.76136  0.1149
H 1.02825 -1.15547 3.21962  0.0734
H 1.25559 -1.44333 0.48041  0.1318
H -0.20560 -1.58831 1.28534  0.0831
H 1.40837 1.62332 0.79534  0.0757
H 1.70810 0.57388 -0.54099  0.0926
H 0.52151 1.91228 -0.80165  0.0944
H 0.23424 -1.89074 -1.78041  0.0685
H -1.08211 -0.92221 -2.57768  0.1211
H 0.60990 -0.27274 -2.15958  0.0259
H -1.39903 -1.07456 -0.13254  0.1196
H -1.36699 1.60038 -1.90633  0.1964
H -2.09142 1.46757 0.05003  0.1352

Forces on the atoms, in the same order (eV/Å):
-2.55 1.33 1.59
-0.39 1.85 -3.75
1.55 -2.08 2.50
1.19 -0.62 -0.83
-3.98 -0.77 -0.22
-1.62 0.92 -2.24
0.67 0.06 0.04
-0.70 -1.27 -0.82
3.32 0.71 -0.06
0.43 -1.06 -0.22
0.17 -0.53 0.68
0.02 0.67 0.70
-1.59 -1.12 0.73
-0.01 0.78 0.16
-0.09 0.59 -0.20
0.30 -0.23 0.79
-0.17 -0.11 0.43
2.10 0.06 0.73
1.42 1.47 -1.22
-1.03 -0.33 0.09
-0.28 -0.57 2.33
1.26 0.25 -1.22

(3)
Density functional theory data (ωB97M-V/def2-TZVPD) for C11H86NO31 as an isolated structure.

The max |F| comes out at 17.922 eV Å⁻¹. Its net charge is +1. The HOMO-LUMO gap is 0.322 hartree. The calculation puts the electronic energy at -2857.04235 Ha.

Last column: Löwdin charge in e.
Atoms and positions in Å:
C 0.42835 3.88800 0.94212  -0.1082
C 0.42544 2.50398 1.45459  -0.2521
C 0.38266 1.48914 0.34807  -0.1400
C 0.62690 0.06304 0.91371  -0.0618
N 0.79651 -0.93309 -0.23590  -0.1804
C 1.12581 -2.25788 0.35237  -0.0883
C 2.64397 -2.22645 0.76761  -0.0857
C 3.28638 -1.41993 -0.33610  -0.1321
C 2.11372 -0.71854 -0.99177  -0.0780
C -0.45538 -0.99438 -1.09950  -0.0368
C -1.75907 -1.48287 -0.22376  -0.1934
C -2.81280 -1.93186 -1.19798  -0.1224
H -0.02591 4.51592 1.66462  0.0416
H -0.42424 3.96367 0.21278  0.0968
H 1.27892 4.40015 0.53129  0.0685
H -0.36359 2.52772 2.26925  0.1215
H 1.34327 2.39967 2.07826  0.1204
H 1.17823 1.88418 -0.42318  0.1536
H -0.46033 1.51638 -0.30167  0.0873
H 0.10737 -0.19246 1.77086  0.1100
H 1.47089 0.09391 1.37047  0.0614
H 1.10840 -2.87402 -0.39836  0.0566
H 0.53059 -2.59115 1.16824  0.1257
H 3.03976 -3.29937 0.80538  0.1303
H 2.76979 -1.98793 1.71665  0.0481
H 3.87968 -1.80725 -1.15389  0.0937
H 4.05214 -0.67030 0.13650  0.1293
H 1.89199 -1.14854 -2.12355  0.1631
H 2.25402 0.32280 -0.97337  0.0834
H -0.27505 -1.87076 -2.01779  0.1910
H -0.68165 0.01967 -1.45391  0.1003
H -1.96470 -0.88813 0.65123  0.1059
H -1.69579 -2.34056 0.23343  0.0149
H -2.70169 -3.00676 -1.69345  0.1056
H -3.30296 -1.16442 -1.90919  0.0903
H -3.65825 -2.21676 -0.50754  0.0701
O 2.45408 4.42836 -2.61505  0.1482
H 1.75268 4.49427 -3.37342  0.1973
H 2.28740 4.91160 -1.88875  -0.1097
O -1.83826 6.18313 0.74001  -0.0090
H -2.04451 5.45827 1.26889  -0.0230
H -2.19362 6.89271 1.27139  0.0751
O -5.92602 -0.78781 -0.29411  -0.0211
H -6.79267 -0.70702 -0.14380  -0.0271
H -6.05833 -0.53747 -1.23427  0.0208
O -2.94459 1.90309 2.37664  0.0880
H -2.51197 1.10979 2.49202  0.0350
H -3.94864 1.76919 2.36821  0.1742
O 0.88324 -1.05096 -4.32626  0.0125
H 0.01054 -1.10396 -3.95688  0.0199
H 0.76431 -1.51682 -5.07339  0.0162
O 2.69129 0.20975 -3.50016  0.0028
H 2.71898 0.88734 -2.95492  -0.0919
H 1.85423 -0.10463 -3.41738  -0.0928
O -0.47399 6.10434 -1.75610  0.0226
H -0.82154 6.00755 -0.93134  -0.0505
H -0.76262 6.96169 -2.09305  0.1003
O 6.15425 -0.34588 0.61285  -0.0698
H 6.52225 -0.27166 1.48919  0.0414
H 5.74346 0.55725 0.44651  0.0749
O -4.41132 -4.92185 0.39620  0.0824
H -4.30600 -5.49253 1.17660  0.1317
H -4.74708 -4.39719 0.88190  -0.1521
O 2.96077 1.08333 3.97495  0.0138
H 2.84737 1.30903 4.91425  0.1084
H 3.35474 0.28757 3.84055  -0.0154
O 4.51438 2.14154 2.33437  -0.1408
H 4.55029 3.12757 2.53982  0.0649
H 3.74706 1.82097 2.91963  -0.0367
O -4.80459 -4.82616 -2.10882  -0.0591
H -4.71118 -4.71364 -1.18342  -0.0315
H -5.77271 -4.98803 -2.27364  0.1222
O 5.42934 -3.30813 0.16121  0.0244
H 5.06590 -3.44727 -0.60532  -0.0840
H 5.77264 -2.42601 0.22906  0.0304
O -1.69432 -0.91241 3.77877  -0.0147
H -1.08090 -1.62218 3.95738  0.0429
H -1.83310 -0.47088 4.57918  0.0167
O -1.21595 -4.94335 0.24520  -0.0775
H -2.13647 -5.03831 0.45397  0.0084
H -1.02615 -5.31322 -0.71979  0.1448
O -2.78480 3.92122 2.58218  -0.1131
H -2.89154 3.03294 2.25386  -0.2347
H -3.70291 4.31860 2.93109  0.1372
O -2.96993 -5.38606 -4.16999  -0.1052
H -2.98922 -4.50036 -4.55188  -0.0045
H -3.46695 -5.00539 -3.32492  0.0356
O 3.44723 -2.11590 4.41855  -0.0050
H 4.22355 -2.29733 4.77570  -0.0473
H 2.78412 -2.49255 5.09169  0.1079
O -6.02448 -0.08698 -3.01147  -0.0440
H -5.54954 -0.86722 -3.28827  -0.0261
H -5.42592 0.66350 -3.06279  0.0541
O -0.56261 4.37180 4.72494  -0.1434
H -1.29407 4.26657 4.06357  -0.0071
H -0.51140 5.41144 4.77350  0.0580
O 2.28060 -4.19218 -2.64537  0.0665
H 2.31091 -4.90954 -2.06461  0.0764
H 1.38508 -4.21538 -3.05706  0.1343
O 4.38895 -5.38642 1.48533  -0.0042
H 4.48114 -4.61925 1.00146  -0.0763
H 5.07587 -5.17247 2.03992  -0.0064
O -4.89394 -2.43324 -3.69735  -0.1198
H -4.92617 -3.32480 -3.13675  0.0653
H -4.18913 -2.73549 -4.35933  0.0819
O -1.31314 0.83513 -4.05066  -0.0896
H -2.18376 1.26247 -3.92973  0.0478
H -0.65997 1.44147 -4.52571  0.0925
O -6.15294 -3.05355 1.50854  0.0185
H -7.04113 -3.45558 1.42591  0.0892
H -6.19173 -2.44571 0.87890  -0.0855
O -0.24209 7.05423 3.70337  0.0812
H -0.39456 7.20263 2.89381  -0.1063
H 0.65075 7.04953 3.65968  0.0109
O 2.06036 5.92912 -0.99721  0.0068
H 1.08574 6.14866 -1.27171  0.0818
H 2.66460 6.54655 -1.12193  0.0193
O 0.91208 7.37276 1.14904  0.0186
H 0.21223 6.86932 0.93827  -0.0779
H 1.60249 6.95377 0.64529  0.0196
O 4.37444 -3.66613 -2.56507  -0.0514
H 3.41904 -3.85124 -2.46010  -0.1603
H 4.41016 -2.83783 -3.01301  0.0312
O 3.25804 2.69309 -2.14984  -0.0874
H 4.21845 2.65901 -2.32179  0.0565
H 2.71330 3.46871 -2.35800  -0.3201
O 0.21284 -5.20544 2.54869  -0.1355
H 0.19730 -6.23682 2.60842  0.0933
H -0.18338 -4.94544 1.68744  -0.0369

Forces on the atoms, in the same order (eV/Å):
-2.53 1.29 -1.48
0.51 0.20 2.29
1.83 -0.15 -0.49
-2.32 1.90 -5.49
-0.20 -0.87 1.59
2.12 2.24 3.96
-1.12 -4.10 -4.44
1.13 2.85 1.30
-1.47 -0.70 -3.05
-0.77 -2.90 0.29
2.02 3.24 -4.13
-3.72 -0.56 -0.49
0.24 0.87 1.28
0.84 -0.18 -0.21
0.67 -0.51 -0.11
0.38 -0.82 -1.18
-0.32 -0.42 -0.55
-0.77 -1.26 1.55
-1.38 0.29 0.16
-2.75 -1.15 0.88
6.37 0.27 2.24
-0.63 -3.76 -4.18
-0.93 0.06 0.44
-0.89 1.28 -0.36
0.76 2.08 4.22
-0.19 -1.07 0.33
-1.80 -1.11 -0.84
0.66 1.06 3.46
0.17 1.29 -0.75
-0.39 2.84 2.76
0.33 -0.66 -0.48
-0.72 1.34 -0.46
2.11 -4.98 2.51
0.69 2.53 0.62
1.15 -1.32 0.89
0.27 0.51 -0.74
-4.31 4.47 -11.32
1.84 0.32 2.43
-1.46 3.40 4.16
0.72 2.12 -1.36
-0.64 -2.92 1.61
-0.20 0.71 -0.09
4.11 -0.32 -1.67
-5.59 0.45 2.26
1.33 -0.04 -0.56
-4.64 -4.97 -0.78
1.48 -3.12 0.37
2.17 -0.40 0.08
-0.56 1.09 3.29
-0.94 0.46 0.55
0.02 -2.51 -4.55
3.81 -2.98 -4.17
1.09 5.86 4.11
-3.12 -1.26 -0.41
2.08 0.56 -4.00
-2.23 -0.37 3.98
-0.07 -0.13 0.12
-0.84 1.51 -0.73
0.23 0.15 0.48
0.77 -1.55 0.43
7.43 -11.57 -7.24
0.66 -1.66 -0.92
-7.95 13.31 8.99
-2.87 3.64 1.17
0.28 -0.49 -0.60
1.78 -4.05 0.16
-0.69 1.78 0.63
0.04 -1.99 -0.55
1.45 0.83 -0.88
-1.97 0.05 -2.76
0.20 -0.04 1.83
1.47 -0.04 0.24
3.22 0.39 7.27
-2.87 -1.00 -7.41
0.17 0.79 -0.20
0.06 -0.58 -2.25
0.19 -0.30 0.14
-0.27 0.99 2.01
1.72 -0.72 -3.33
-0.96 -0.21 -0.34
-1.06 1.07 3.24
-2.46 8.85 2.08
0.40 1.13 -0.58
3.26 -1.41 -1.25
-1.54 2.32 2.79
0.64 -0.24 -1.20
1.09 -2.30 -1.69
-7.18 0.61 -0.83
5.75 -1.33 2.43
1.45 0.85 -1.68
-0.66 0.96 0.66
0.56 -0.76 -0.50
0.00 -0.08 -0.11
-0.75 2.70 -0.56
0.69 -0.05 0.66
-0.07 -2.93 -0.26
-6.51 -0.02 -1.76
-0.14 -2.24 1.53
0.99 0.15 0.25
-2.56 -2.91 -0.01
-0.09 2.67 -2.48
2.67 -0.13 2.71
1.78 -3.70 -0.12
-0.12 2.52 -0.95
-1.60 1.17 1.05
0.73 0.84 -0.48
0.99 0.09 -0.41
-1.72 -1.02 0.98
-0.92 -4.76 4.06
0.67 -0.01 0.48
0.40 4.73 -4.53
-2.09 -1.53 9.38
-2.63 1.84 -9.69
4.78 -0.11 0.52
-5.91 -2.76 2.81
1.72 0.18 0.08
3.94 4.81 -1.19
3.50 3.04 1.34
-4.38 -2.84 -1.06
0.74 -0.20 -0.13
2.96 -0.17 1.16
2.43 1.33 -0.53
0.24 0.93 -0.64
4.62 -9.13 2.74
-1.11 0.37 0.04
0.80 -1.79 -0.13
-0.13 -2.22 0.14
0.00 3.05 -0.46
0.27 -0.84 0.61

(4)
Density functional theory data (ωB97M-V/def2-TZVPD) for a 2-piece molecular cluster, CH3ClF2Si overall.

The max |F| comes out at 2.185 eV Å⁻¹. The HOMO-LUMO gap (spin up / spin down) is 0.327 / 0.239 hartree. The calculation puts the electronic energy at -989.15183 Ha.

Last column: Löwdin charge in e.
Atoms and positions in Å:
C -0.57452 -1.60360 0.05682  -0.7364
F 0.31184 -2.06107 1.00513  -0.0125
F -1.85294 -1.82088 0.43763  -0.0057
Si 0.59715 1.85781 0.01627  0.6362
Cl -0.33395 -2.20972 -1.57283  0.6387
H -0.43460 2.71080 -0.47877  -0.1950
H 1.49135 1.18045 -0.93821  -0.1605
H 0.79567 1.94621 1.47396  -0.1648

Forces on the atoms, in the same order (eV/Å):
-0.03 -0.35 0.70
-1.49 0.41 -1.55
1.41 0.17 0.05
-0.05 -1.04 0.40
0.23 0.15 0.79
-0.47 0.52 -0.42
0.08 0.22 0.26
0.31 -0.07 -0.24

(5)
Density functional theory data (ωB97M-V/def2-TZVPD) for C9H3N as an isolated structure.

The max |F| comes out at 4.980 eV Å⁻¹. The HOMO-LUMO gap (spin up / spin down) is 0.240 / 0.236 hartree. The calculation puts the electronic energy at -398.96445 Ha.

Last column: Löwdin charge in e.
Atoms and positions in Å:
C 1.85831 0.31015 1.02707  -0.1777
C 1.60177 -0.09312 -1.28347  0.0856
C 1.75158 -0.54025 -0.00658  0.0423
C 0.53070 2.19060 0.67399  0.0498
C -1.20967 0.71137 0.30170  -0.0508
C 0.33920 0.44734 -1.39966  -0.1717
C -0.08473 1.43223 -0.32023  -0.1381
C -1.04398 -0.49790 -0.21926  0.0234
C -0.32344 -0.80349 -1.28777  -0.1032
N 1.32679 1.51234 1.48322  0.0477
H 2.49685 -0.06118 1.85218  0.1182
H -2.05834 0.99285 1.03041  0.1487
H -0.22223 -1.70936 -1.86175  0.1259

Forces on the atoms, in the same order (eV/Å):
2.30 -2.42 3.47
1.82 -1.19 1.35
1.01 3.18 -1.44
3.72 -3.26 0.56
-1.10 2.37 1.12
0.09 0.90 0.00
-4.46 -1.19 0.49
-1.48 -1.80 0.43
-1.99 -0.44 -2.58
-1.86 3.65 -1.66
-0.25 0.05 -0.41
1.96 -0.08 -1.27
0.22 0.22 -0.05

(6)
Density functional theory data (ωB97M-V/def2-TZVPD) for one molecule with the formula C5H10S.

The max |F| comes out at 2.182 eV Å⁻¹. The HOMO-LUMO gap is 0.321 hartree. As for the SMILES: CSC=C(C)C. The calculation puts the electronic energy at -594.66135 Ha.

Last column: Löwdin charge in e.
Atoms and positions in Å:
C -2.60920 -0.56860 0.32858  -0.4312
C 0.00838 -0.55285 -0.28136  -0.4564
C 1.27398 -0.16289 -0.02314  -0.4132
C 1.59392 1.33124 0.20174  -0.0828
C 2.49306 -1.01576 0.04928  -0.0713
H -2.69184 -1.46753 -0.30466  0.0406
H -3.57052 -0.06471 0.46950  0.0393
H -2.26085 -0.90735 1.31041  0.0332
H -0.28918 -1.62182 -0.48522  0.0967
H 2.25971 1.50017 1.04091  0.0717
H 0.68522 1.92142 0.30491  0.0256
H 2.10822 1.70447 -0.67901  0.0815
H 3.08910 -0.53185 0.77256  0.0523
H 2.24939 -2.03913 0.40262  0.0925
H 2.97019 -0.99793 -0.92996  0.0871
S -1.31939 0.51984 -0.22204  0.8343

Forces on the atoms, in the same order (eV/Å):
0.24 -1.16 0.84
1.23 -1.74 0.45
-1.01 1.23 0.13
-0.60 -0.86 -0.53
-1.40 -0.98 -0.53
-0.22 0.50 0.05
0.33 0.03 -0.35
-0.44 -0.15 -0.01
0.68 1.09 0.24
0.00 -0.11 0.27
0.09 0.04 0.18
0.17 0.11 -0.23
1.21 0.19 0.74
0.32 0.47 -0.51
0.37 -0.32 0.12
-0.98 1.67 -0.87

(7)
Density functional theory data (ωB97M-V/def2-TZVPD) for one molecule with the formula HNO3.

The max |F| comes out at 3.279 eV Å⁻¹. The HOMO-LUMO gap (spin up / spin down) is 0.351 / 0.351 hartree. As for the SMILES: O=NOO. The calculation puts the electronic energy at -280.86869 Ha.

Last column: Löwdin charge in e.
Atoms and positions in Å:
N -1.07551 -0.48511 0.58255  0.0690
O -2.04186 -0.69746 -0.02459  0.0805
O 1.21883 0.33879 0.27562  -0.1134
O -0.00614 0.21196 -0.36972  -0.1982
H 1.90468 0.63182 -0.46386  0.1621

Forces on the atoms, in the same order (eV/Å):
-0.37 0.01 -1.43
2.27 0.76 0.94
2.59 0.72 -0.64
-1.95 -0.52 -0.71
-2.54 -0.98 1.83

(8)
Density functional theory data (ωB97M-V/def2-TZVPD) for C3H6O4Rb as an isolated structure.

The max |F| comes out at 2.858 eV Å⁻¹. Its net charge is -1. The HOMO-LUMO gap is 0.160 hartree. The calculation puts the electronic energy at -442.91955 Ha.

Last column: Löwdin charge in e.
Atoms and positions in Å:
O -1.43263 1.24793 1.29822  -0.0622
C -0.04737 1.42351 1.09189  -0.2668
C 0.46346 0.35732 0.15353  -0.1817
H -1.72738 1.83004 2.00297  0.0716
H 0.50697 1.36601 2.04331  0.1155
H 0.16440 2.40487 0.63505  0.1117
H 1.51577 0.58875 -0.08392  0.1244
H -0.05462 0.44290 -0.81477  0.0633
O 0.42585 -0.93668 0.80551  -0.0445
C 0.75158 -2.05922 0.09814  -0.8269
O 1.72293 -2.70556 0.50225  -0.0352
O 0.13169 -2.23750 -0.98534  -0.1794
Rb -0.77721 -2.03765 -3.93284  0.3966
H -1.64344 0.31528 -2.81400  -0.2864

Forces on the atoms, in the same order (eV/Å):
-0.37 0.03 0.08
0.45 -0.18 0.13
0.33 -0.74 -0.25
0.09 0.00 -0.02
-0.13 -0.03 -0.11
-0.04 -0.14 0.00
-0.01 -0.01 0.21
-0.35 -0.62 0.37
-0.57 2.16 0.93
1.19 -0.34 -2.58
-0.18 -0.32 0.85
-0.51 -0.10 -0.20
0.07 0.45 1.13
0.01 -0.16 -0.56

Repeat the seventh record exactly.
Density functional theory data (ωB97M-V/def2-TZVPD) for one molecule with the formula HNO3.

The max |F| comes out at 3.279 eV Å⁻¹. The HOMO-LUMO gap (spin up / spin down) is 0.351 / 0.351 hartree. As for the SMILES: O=NOO. The calculation puts the electronic energy at -280.86869 Ha.

Last column: Löwdin charge in e.
Atoms and positions in Å:
N -1.07551 -0.48511 0.58255  0.0690
O -2.04186 -0.69746 -0.02459  0.0805
O 1.21883 0.33879 0.27562  -0.1134
O -0.00614 0.21196 -0.36972  -0.1982
H 1.90468 0.63182 -0.46386  0.1621

Forces on the atoms, in the same order (eV/Å):
-0.37 0.01 -1.43
2.27 0.76 0.94
2.59 0.72 -0.64
-1.95 -0.52 -0.71
-2.54 -0.98 1.83